# C5H23NO9

A cluster of 8 separate species, C5H23NO9 in total (ωB97M-V with the def2-TZVPD basis set, the OMol25 dataset).

Last column: natural (NBO) charge in e.
Cartesian coordinates (Å):
O (0.27000, 0.23050, 4.01362)  -0.60
C (1.34431, 0.59929, 3.61797)  0.81
O (2.42608, -0.20723, 3.57186)  -0.69
C (1.65698, 1.93565, 3.08577)  -0.52
C (1.13111, 2.16309, 1.69136)  -0.43
C (1.39434, 0.99084, 0.76160)  0.18
C (2.61667, 0.89898, 0.20004)  -0.53
N (0.53427, -0.08896, 0.85301)  -0.86
H (2.26148, -1.13208, 3.77124)  0.50
H (2.70961, 2.21489, 3.23807)  0.24
H (1.15037, 2.75240, 3.64645)  0.24
H (0.07140, 2.42340, 1.91678)  0.21
H (1.53331, 3.01482, 1.09281)  0.23
H (3.07130, -0.07601, -0.03518)  0.21
H (3.41553, 1.61451, 0.18378)  0.21
H (-0.42680, -0.06651, 0.57018)  0.40
H (1.06945, -0.94513, 0.85178)  0.39
H (-1.43957, -0.89000, -4.38623)  0.47
H (0.04508, -0.29651, -4.25521)  0.50
O (-0.88083, -0.11151, -4.43661)  -0.97
H (-1.56486, 1.72050, -0.44638)  0.46
H (-1.60506, 2.02944, -1.81482)  0.48
O (-2.25914, 1.75119, -1.13160)  -0.93
H (-3.03592, -0.12039, -1.72881)  0.49
H (-2.91216, -0.86947, -2.99188)  0.46
O (-3.27070, -0.98361, -2.10549)  -0.96
H (2.82549, 0.91600, -3.46231)  0.47
H (2.06535, 0.98748, -2.13227)  0.48
O (2.20948, 0.43604, -2.91030)  -0.95
H (-3.14671, -3.24349, -1.08870)  0.48
H (-2.89753, -2.91188, 0.42383)  0.50
O (-2.49890, -3.26589, -0.37749)  -0.97
H (-2.47948, 0.03885, 1.65554)  0.47
H (-1.76673, -0.99568, 2.55186)  0.49
O (-2.45677, -0.90067, 1.88006)  -0.95
H (0.34612, -3.61596, -2.16681)  0.48
H (-1.19371, -3.07548, -1.88705)  0.50
O (-0.31289, -2.92138, -2.22048)  -0.99

Energy above the lowest of the compared OMol25 structures with the same formula, charge and spin, kcal per mole: 57.2
E_HOMO, eV: -8.86
SMILES: C=C(N)CCC(=O)O.O.O.O.O.O.O.O



# C5H24BF4O7

A cluster of 8 separate species, C5H24BF4O7 in total (ωB97M-V with the def2-TZVPD basis set, the OMol25 dataset).

Last column: natural (NBO) charge in e.
Cartesian coordinates (Å):
B (-0.49323, -0.21554, 0.31666)  1.34
F (0.53513, 0.69996, -0.01144)  -0.58
F (-1.10384, 0.21764, 1.52248)  -0.58
F (-1.44472, -0.22542, -0.71110)  -0.57
F (0.03655, -1.50826, 0.50916)  -0.57
C (2.96761, 1.82356, -1.80620)  -0.25
O (3.12336, 3.17784, -2.22479)  -0.73
H (2.52645, 1.72510, -0.81548)  0.19
H (2.30703, 1.27688, -2.49026)  0.16
H (3.94666, 1.35047, -1.85358)  0.17
H (2.26137, 3.47402, -2.52784)  0.46
C (-0.55444, -1.15882, 4.44069)  -0.24
O (-0.39860, -1.92347, 3.26837)  -0.76
H (-0.72450, -1.83320, 5.27961)  0.16
H (0.32337, -0.53482, 4.64156)  0.17
H (-1.42087, -0.49018, 4.37572)  0.16
H (-0.43893, -1.31577, 2.51453)  0.50
C (-4.40778, 0.13088, -1.75734)  -0.25
O (-4.13565, 1.47077, -1.36558)  -0.73
H (-5.22397, 0.18184, -2.47987)  0.16
H (-3.51565, -0.38777, -2.09722)  0.19
H (-4.85865, -0.44215, -0.93226)  0.16
H (-3.71221, 1.45234, -0.50282)  0.47
C (2.53309, -2.94763, -1.85328)  -0.24
O (1.45048, -3.24983, -0.98132)  -0.75
H (2.90446, -3.89545, -2.24368)  0.17
H (2.21547, -2.28630, -2.65983)  0.16
H (3.37116, -2.51204, -1.29404)  0.15
H (1.12675, -2.41486, -0.61034)  0.50
C (-0.94856, 3.36521, -1.43717)  -0.25
O (-1.33905, 3.23123, -0.08789)  -0.72
H (-0.06361, 2.75830, -1.67169)  0.16
H (-1.73335, 3.05260, -2.13894)  0.17
H (-0.72056, 4.41146, -1.64109)  0.16
H (-1.43608, 2.28674, 0.07377)  0.48
O (0.12899, -4.39478, 1.90381)  -0.98
H (0.59165, -4.28160, 1.06583)  0.47
H (0.09357, -3.50004, 2.28206)  0.50
O (2.04339, 1.36653, 2.32649)  -0.96
H (1.34723, 1.09263, 1.71055)  0.49
H (2.84049, 0.97196, 1.96375)  0.46

Energy above the lowest of the compared OMol25 structures with the same formula, charge and spin, kcal per mole: 0.0
E_HOMO, eV: -7.37
Total charge: -1



# C5H24N2O5

A cluster of 6 separate species, C5H24N2O5 in total (ωB97M-V with the def2-TZVPD basis set, the OMol25 dataset).

Last column: natural (NBO) charge in e.
Cartesian coordinates (Å):
C (1.56725, -0.36066, -3.43134)  -0.65
C (0.49158, 0.23536, -2.42126)  -0.05
C (0.88236, 0.02504, -0.95839)  -0.40
C (1.75956, 1.15128, -0.37414)  -0.45
C (1.33825, 2.12032, 0.78886)  -0.24
N (0.27381, 3.09283, 0.31088)  -0.87
N (-0.77567, -0.44328, -2.62486)  -0.86
H (1.19326, -0.32985, -4.38848)  0.21
H (2.25718, -1.18869, -3.04971)  0.22
H (2.46596, 0.24579, -3.46416)  0.21
H (0.32418, 1.24125, -2.64384)  0.19
H (1.17337, -1.05836, -0.77104)  0.23
H (-0.08283, -0.00028, -0.31927)  0.18
H (2.87799, 0.97504, -0.27708)  0.20
H (1.75450, 1.65660, -1.35632)  0.23
H (2.39844, 2.57472, 1.06191)  0.20
H (0.82055, 1.82360, 1.77685)  0.19
H (0.57318, 4.03172, 0.42224)  0.36
H (-0.66410, 2.99325, 0.79817)  0.37
H (-1.04518, -0.88726, -3.47522)  0.36
H (-0.93324, -1.13946, -1.92104)  0.36
H (-2.24266, -0.21877, 0.69489)  0.47
H (-3.48385, -0.47779, 1.54244)  0.47
O (-2.79572, -0.85751, 0.99764)  -0.94
H (1.65555, 0.01098, 4.28177)  0.49
H (1.39998, 0.74181, 2.90771)  0.46
O (1.37808, 0.76798, 3.76053)  -0.95
H (0.75453, -4.30495, -0.84828)  0.47
H (-0.11945, -3.56074, -1.95457)  0.46
O (-0.21989, -4.11030, -1.18090)  -0.93
H (-1.95553, 2.18691, 3.74734)  0.47
H (-2.66840, 0.99922, 3.27986)  0.46
O (-2.17000, 1.72969, 2.98559)  -0.93
H (-0.75817, -1.57870, 0.82676)  0.45
H (-1.60214, -2.71192, 0.52723)  0.46
O (-0.79424, -2.47973, 0.58430)  -0.91

Energy above the lowest of the compared OMol25 structures with the same formula, charge and spin, kcal per mole: 124.3
E_HOMO, eV: -8.90
SMILES: C[C@@H](N)CCCN.O.O.O.O.O



# C5H24N2O6

A cluster of 6 separate species, C5H24N2O6 in total (ωB97M-V with the def2-TZVPD basis set, the OMol25 dataset).

Last column: natural (NBO) charge in e.
Cartesian coordinates (Å):
C (0.70460, -0.92354, 0.96930)  -0.64
C (-0.69484, -0.37301, 0.71838)  -0.08
C (-1.28333, 0.48132, 1.89043)  0.09
C (-0.34609, 0.73686, 3.05322)  -0.64
O (-2.50899, -0.10808, 2.35658)  -0.74
N (-0.79324, 0.44313, -0.50270)  -0.67
C (-0.59634, -0.29477, -1.75652)  -0.05
N (0.64900, 0.09687, -2.45255)  -0.88
H (1.42773, -0.13092, 1.16028)  0.21
H (1.02893, -1.45153, 0.07291)  0.22
H (0.72730, -1.60497, 1.81962)  0.21
H (-1.39599, -1.19943, 0.59678)  0.22
H (-1.63961, 1.44439, 1.51810)  0.19
H (0.53556, 1.29508, 2.73438)  0.22
H (-0.85905, 1.30392, 3.82846)  0.23
H (0.01177, -0.19363, 3.50225)  0.20
H (-2.33493, -0.92866, 2.82313)  0.47
H (-0.14079, 1.22104, -0.45471)  0.37
H (-0.55106, -1.36476, -1.57678)  0.19
H (-1.46246, -0.09317, -2.38411)  0.18
H (1.05673, 0.95051, -2.06756)  0.38
H (0.46624, 0.31424, -3.41205)  0.37
H (3.41328, -1.41212, -2.72040)  0.48
H (2.08389, -0.97827, -2.06902)  0.50
O (2.98091, -1.32286, -1.86515)  -0.99
H (-4.25586, -2.45744, -1.79369)  0.47
H (-3.55568, -1.34085, -0.97187)  0.50
O (-3.41091, -2.22540, -1.39243)  -0.99
H (-3.65874, 0.23544, 0.69701)  0.50
H (-2.84582, 0.68280, -0.51820)  0.49
O (-3.72232, 0.33355, -0.26991)  -0.98
H (3.79031, -0.11657, -0.84175)  0.51
H (4.31972, 0.15199, 0.60074)  0.48
O (4.21728, 0.57214, -0.26171)  -0.99
H (3.14253, 1.98498, -0.30694)  0.50
H (3.00899, 3.53834, -0.33616)  0.47
O (2.49127, 2.73337, -0.38735)  -1.00

Energy above the lowest of the compared OMol25 structures with the same formula, charge and spin, kcal per mole: 6.2
E_HOMO, eV: -9.24
SMILES: C[C@H](O)[C@H](C)NCN.O.O.O.O.O



# C5H24O7

A cluster of 8 separate species, C5H24O7 in total (ωB97M-V with the def2-TZVPD basis set, the OMol25 dataset).

Last column: natural (NBO) charge in e.
Cartesian coordinates (Å):
C (1.30589, -0.42422, 2.08052)  -0.66
C (1.77720, -0.57994, 0.64299)  0.08
C (1.41440, 0.28861, -0.28743)  -0.25
C (1.85160, 0.13615, -1.71972)  -0.67
C (2.75243, -1.70751, 0.43415)  -0.68
H (2.15902, -0.00630, 2.61782)  0.22
H (0.98806, -1.40842, 2.44936)  0.20
H (0.41974, 0.19273, 2.24653)  0.24
H (0.63304, 1.02200, -0.18818)  0.16
H (1.79785, -0.87993, -2.08728)  0.22
H (1.34324, 0.76268, -2.45432)  0.23
H (2.91337, 0.39514, -1.87005)  0.21
H (2.29740, -2.39389, -0.28186)  0.25
H (2.89968, -2.26921, 1.34304)  0.22
H (3.60104, -1.26970, -0.07456)  0.22
H (-2.15864, 1.15316, -0.34831)  0.49
H (-3.56629, 0.58237, -0.04587)  0.48
O (-2.98284, 1.33662, 0.13704)  -0.96
H (-0.95025, -3.39462, -1.25353)  0.47
H (-0.70087, -3.13443, 0.19747)  0.48
O (-0.22282, -3.23891, -0.63847)  -0.95
H (-1.74358, -1.69626, 1.46134)  0.47
H (-1.28521, -1.87618, 2.82353)  0.48
O (-1.63036, -2.42068, 2.10138)  -0.94
H (-0.95453, 2.97614, -1.78578)  0.51
H (-2.33859, 2.36776, -2.10559)  0.47
O (-1.39255, 2.24388, -2.25187)  -0.99
H (-2.26402, 1.35559, 1.91168)  0.49
H (-1.86052, 1.74535, 3.30126)  0.47
O (-1.57691, 1.17173, 2.57581)  -0.98
H (0.50770, 2.69292, 0.05978)  0.48
H (1.04849, 4.02878, -0.37511)  0.48
O (0.21826, 3.54327, -0.30105)  -0.96
H (-1.91711, 0.03856, -3.15690)  0.47
H (-1.01770, -0.57346, -2.13845)  0.47
O (-1.36561, -0.75980, -3.01937)  -0.94

Energy above the lowest of the compared OMol25 structures with the same formula, charge and spin, kcal per mole: 0.0
E_HOMO, eV: -8.85
SMILES: CC=C(C)C.O.O.O.O.O.O.O



# C5H24O7

A cluster of 7 separate species, C5H24O7 in total (ωB97M-V with the def2-TZVPD basis set, the OMol25 dataset).

Last column: natural (NBO) charge in e.
Cartesian coordinates (Å):
O (-3.40178, -0.16429, 2.23289)  -0.98
H (-3.05510, -0.22452, 3.12307)  0.48
H (-2.64900, 0.08931, 1.69881)  0.46
O (1.51046, -0.79261, -0.23727)  -0.96
H (2.31826, -0.47868, 0.16908)  0.49
H (1.69715, -0.78954, -1.17609)  0.49
C (-1.03177, -1.39445, 4.66167)  -0.26
O (-1.73838, -0.19001, 4.25274)  -0.75
H (-0.24318, -1.12162, 5.36294)  0.17
H (-1.69599, -1.94071, 5.33138)  0.19
H (-0.67359, -1.98258, 3.81674)  0.18
H (-1.22759, 0.15771, 3.51802)  0.49
C (-0.70975, 0.61614, -3.95728)  -0.26
O (0.65818, 1.05212, -4.24172)  -0.76
H (-1.33147, 1.19231, -4.64255)  0.18
H (-0.78321, -0.47126, -3.94082)  0.19
H (-0.98581, 1.01464, -2.98101)  0.16
H (0.65013, 1.97095, -3.96373)  0.48
C (1.69452, 3.15537, -2.21635)  -0.26
O (0.98414, 3.75420, -3.25432)  -0.73
H (1.09049, 2.96994, -1.32818)  0.18
H (2.10704, 2.20920, -2.56659)  0.17
H (2.50331, 3.77629, -1.83109)  0.17
H (1.57284, 4.04578, -3.95432)  0.48
C (-0.66985, 1.66013, 0.69833)  -0.25
O (-0.65791, 0.51079, 1.57120)  -0.77
H (-1.06292, 1.46706, -0.29982)  0.17
H (-1.30932, 2.45623, 1.07964)  0.20
H (0.37576, 1.94534, 0.58233)  0.17
H (-0.11672, -0.20139, 1.22264)  0.50
C (1.00759, -4.39661, 0.11948)  -0.23
O (1.03611, -3.25565, 0.84365)  -0.75
H (1.93507, -4.60490, -0.41392)  0.15
H (0.90432, -5.11911, 0.92906)  0.18
H (0.15921, -4.47772, -0.56006)  0.15
H (1.13877, -2.43783, 0.35148)  0.48

Energy above the lowest of the compared OMol25 structures with the same formula, charge and spin, kcal per mole: 54.4
E_HOMO, eV: -9.98
SMILES: CO.CO.CO.CO.CO.O.O